1.
119
Properties=species:S:1:pos:R:3 method="wB97M-V/def2-TZVPD" lumo_ev=1.77 charge=-1 largest_force_ev_per_a=1.49 multiplicity=1 total_energy_ha=-3237.0197 homo_lumo_gap_ev=5.72
H -3.286 4.827 -0.514
H -2.210 5.089 2.362
C 1.270 1.743 2.200
H -2.276 6.238 -0.071
H 2.821 -3.209 -1.210
O 6.465 -1.551 -3.202
P -1.118 4.109 0.420
H 1.422 2.921 -0.904
H -3.270 -1.009 -1.898
H -1.276 3.903 -6.140
H -2.914 -5.682 2.667
H -1.020 3.904 2.889
H -1.540 -2.828 -2.476
C -1.334 0.551 2.901
H 0.438 -1.760 2.410
H -3.013 -1.462 6.692
H 3.547 2.839 2.773
C 1.845 0.857 -1.522
H 0.817 2.473 -2.480
P -0.152 0.802 1.498
H 0.040 2.065 -6.798
O -0.905 -6.767 2.677
H -1.917 5.289 -1.530
C -1.328 -3.116 1.015
H -0.096 -2.173 -0.438
C -1.276 -0.168 -1.820
C -1.910 -2.625 -1.472
H -2.557 -1.025 -0.259
H 1.288 -3.010 3.293
H 3.487 -4.182 1.606
C 2.047 -2.597 1.318
H -1.455 0.052 -2.878
H 1.740 -2.027 0.440
C 0.950 2.106 -1.458
H 3.019 -1.747 -3.356
H 0.963 2.729 2.554
H 1.862 -2.695 -5.903
C 0.887 -2.753 2.308
H -3.461 7.204 1.710
H -2.600 3.381 2.266
H 0.936 4.699 5.333
H 1.665 0.150 -0.706
H 5.582 2.441 0.955
H 2.040 -4.706 0.723
H -3.975 -0.988 7.784
C 6.074 1.536 0.610
H -2.797 -3.247 -1.284
H 0.107 -4.630 1.448
H 0.687 1.000 -7.672
Nb -1.124 1.757 -0.647
H 7.408 -1.367 -3.215
H 6.571 1.032 1.437
H 4.963 3.318 3.091
H -1.207 3.536 -8.430
H 1.928 -7.229 0.295
O 5.370 -0.546 -0.299
H 1.251 -4.067 -5.664
H -0.319 -3.891 -0.729
H -6.591 2.654 0.194
H 3.883 0.447 -2.129
H -0.026 3.562 5.662
C 2.740 -3.884 0.864
O -3.614 -5.291 3.207
O -5.217 4.073 3.326
H -2.190 -3.794 1.028
H -3.704 -1.973 4.827
H 6.160 -1.167 -2.372
H -7.614 3.179 1.183
O 3.849 1.091 -0.148
O -2.916 2.069 -4.227
H -4.668 3.969 4.109
H -0.766 0.649 3.834
H 3.889 -4.601 -0.858
O -2.770 7.750 2.100
O -1.799 3.203 -6.549
H 2.581 -7.780 1.557
H -0.218 -6.848 3.345
O -2.881 -2.235 4.396
O 1.737 -7.480 1.205
O 3.393 -2.209 -4.115
H 1.984 1.882 1.387
H 4.347 -2.091 -4.044
H 1.635 0.345 -2.465
H -0.561 -7.273 1.931
C 5.085 0.583 0.000
H 1.730 1.208 3.034
C -0.841 -2.975 -0.429
H 3.516 2.184 -1.873
H -2.153 1.266 2.937
C 3.339 1.169 -1.516
H -3.720 2.358 -3.779
O 0.436 3.983 4.930
I -3.853 1.603 0.112
H -0.310 -0.680 -1.769
C -2.271 5.235 -0.502
O 0.738 1.397 -6.797
C -0.246 -3.717 1.927
H -2.246 2.783 -5.789
H -3.163 1.264 -4.698
O -1.085 3.763 -9.364
H 6.814 1.793 -0.148
H 2.812 -1.985 1.810
O 4.052 3.382 3.391
H -1.654 2.734 -2.065
C -2.356 -1.157 -1.321
H -1.379 4.676 -9.428
H -1.978 7.507 1.609
O 1.017 -3.140 -5.770
H 4.319 -2.985 -0.327
H -0.729 -4.037 2.854
H -1.656 -2.152 1.408
H -4.675 3.706 2.616
H -1.688 -0.477 2.877
H -4.406 -5.790 2.987
C -1.786 4.104 2.142
O -7.541 2.667 0.370
O -3.939 -1.488 6.963
H -3.131 -2.991 3.850
C 3.476 -3.667 -0.468

2.
42
Properties=species:S:1:pos:R:3 method="wB97M-V/def2-TZVPD" lumo_ev=3.90 charge=-2 largest_force_ev_per_a=0.35 multiplicity=1 total_energy_ha=-22214.7674 de_lowest_kj_mol=18.1 homo_lumo_gap_ev=5.65
C -3.310 2.667 0.706
C -1.439 1.257 -0.791
Br 0.491 -5.464 0.129
H -4.014 3.216 1.320
C 1.978 -3.213 -0.606
Pt 1.555 -0.557 0.069
C -2.649 -1.622 -1.490
Br 0.616 6.030 2.105
C 3.054 -2.497 -1.229
C -0.389 3.425 2.735
C -3.303 1.277 0.743
O 1.977 1.429 0.008
C 2.948 -5.306 -1.401
H -3.982 0.716 1.372
C 4.020 -3.212 -1.926
Br 2.863 -7.199 -1.493
C -0.475 2.032 2.584
O 3.076 -1.196 -1.096
Br 2.565 4.374 -0.062
C 1.954 -4.598 -0.703
H -0.658 0.710 -1.306
C 3.978 -4.615 -2.012
H -3.641 -1.236 -1.723
O 0.194 0.071 1.428
C -2.368 0.584 -0.005
H -0.695 3.171 -1.387
C 0.301 1.356 1.651
C 1.258 2.086 0.881
C 1.333 3.465 1.051
O 1.043 -2.515 -0.015
C -1.450 2.643 -0.819
O -3.412 -1.632 1.020
H -2.630 -2.710 -1.537
Br -1.517 4.306 3.978
C -2.383 3.349 -0.067
Br 5.338 -5.539 -2.958
H -1.894 -1.215 -2.162
H -2.360 4.432 -0.057
Br -1.642 0.973 3.630
Br 5.392 -2.194 -2.742
C 0.505 4.142 1.960
S -2.227 -1.195 0.218

3.
40
Properties=species:S:1:pos:R:3 method="wB97M-V/def2-TZVPD" lumo_ev="4.08 / 4.08" charge=-2 largest_force_ev_per_a=0.67 multiplicity=1 total_energy_ha=-7680.2189 homo_lumo_gap_ev="5.48 / 5.48"
H -4.862 0.896 3.566
C -3.047 -5.168 -2.409
H 3.280 4.334 -1.416
C -1.228 -3.601 -1.306
S -3.326 -3.505 -2.912
O 0.229 -0.046 1.345
Br -2.345 0.267 4.797
H 4.990 -1.836 0.705
C 4.700 0.186 0.084
Cl 0.582 3.893 -2.108
C 2.991 -1.492 -0.020
C -3.614 1.464 0.471
H -3.921 1.714 -0.537
C -2.797 0.779 3.013
N 2.121 -0.646 -0.505
C -1.834 0.875 2.017
Ni 0.135 -0.881 -0.874
C -4.554 1.358 1.488
S 0.132 -3.055 -0.375
C 4.307 -1.105 0.295
C -1.985 -2.775 -2.038
O -3.734 -6.108 -2.755
C 2.480 0.643 -0.713
C -2.278 1.216 0.738
H -1.542 1.271 -0.054
O 0.271 0.972 -1.448
C 4.043 2.479 -0.713
C -4.144 1.005 2.764
Cl 5.640 3.138 -0.408
C -0.328 0.660 2.221
H 2.649 -2.509 0.130
S -1.672 -5.303 -1.317
H 5.705 0.510 0.319
C 1.423 1.473 -1.232
C 3.066 3.293 -1.215
C 3.778 1.118 -0.441
O 0.180 1.227 3.199
H -5.605 1.533 1.290
S -1.666 -1.076 -2.174
C 1.782 2.803 -1.472

4.
45
Properties=species:S:1:pos:R:3 method="wB97M-V/def2-TZVPD" lumo_ev=-8.87 charge=+2 largest_force_ev_per_a=0.93 multiplicity=1 total_energy_ha=-5349.9961 homo_lumo_gap_ev=5.88
N -0.598 1.076 -0.899
C 4.168 0.092 -1.052
C 1.370 0.990 3.950
H 5.009 1.874 -1.880
C 0.326 3.234 -1.763
H 5.100 -0.450 -0.990
H -2.126 1.945 -1.964
C 1.728 1.359 -1.191
C -1.829 1.109 -1.334
C 2.872 2.051 -1.621
H 3.021 -1.506 -0.156
H -3.098 -3.129 -0.013
H -0.641 3.717 -1.819
F -2.182 0.733 2.905
F 1.495 2.282 3.708
H -5.448 -2.675 -0.645
C 1.475 3.942 -2.169
C 0.185 -1.130 3.142
F 1.074 -1.460 2.066
H 3.590 3.911 -2.449
O 0.203 0.840 1.865
F 0.587 -1.759 4.191
H 1.362 4.953 -2.533
F 2.471 0.364 3.499
Ti 0.099 -0.269 0.403
C -4.138 0.328 -1.463
H -4.425 1.282 -1.885
C 0.451 1.950 -1.303
F -0.979 -1.605 2.696
Br -6.864 -0.358 -1.769
C -2.453 -1.161 -0.546
C 2.716 3.367 -2.116
C 0.139 0.422 3.185
O -1.146 -1.380 -0.236
C -1.210 0.883 3.821
N 1.816 0.093 -0.656
C -2.803 0.104 -1.076
F -1.155 2.152 4.169
F -1.496 0.136 4.878
C -5.080 -0.662 -1.288
C 4.109 1.373 -1.544
C -4.702 -1.900 -0.763
F 1.249 0.779 5.249
C 2.999 -0.514 -0.593
C -3.389 -2.162 -0.399